{"formula": "C4H12N2", "method": "ωB97M-V/def2-TZVPD", "relative_energy_kcal_mol": 2.5, "multiplicity": 2, "charge": 3, "elements": ["C", "C", "C", "C", "N", "N", "H", "H", "H", "H", "H", "H", "H", "H", "H", "H", "H", "H"], "xyz": [[0.450, -1.754, -0.209], [-0.366, -0.519, 0.262], [-0.203, 0.690, -0.558], [-0.751, 1.950, -0.240], [-0.034, 3.179, -0.633], [0.383, -2.859, 0.833], [-0.010, -2.150, -1.103], [1.508, -1.545, -0.330], [-1.423, -0.847, 0.305], [-0.123, -0.244, 1.310], [0.693, 0.701, -1.187], [-1.555, 2.212, 0.450], [0.929, 2.985, -0.949], [-0.530, 3.615, -1.444], [0.030, 3.918, 0.093], [0.501, -2.429, 1.745], [-0.549, -3.280, 0.984], [1.050, -3.623, 0.669]], "atomic_forces_ev_per_a": [[-0.30, -0.22, 0.50], [-0.48, -0.93, -0.68], [1.37, -0.07, 1.16], [0.30, 1.23, 0.79], [0.03, -0.61, -0.95], [-1.12, 0.71, 0.34], [0.22, -0.08, -0.44], [0.09, 0.06, -0.25], [-0.19, 0.51, 0.23], [-0.13, 0.27, 0.01], [-0.40, -0.02, -0.56], [-0.35, -0.65, -0.20], [0.05, 0.19, -0.11], [0.04, 0.16, 0.05], [-0.30, -0.16, 0.23], [0.99, -0.27, 0.58], [0.04, -0.22, -0.78], [0.15, 0.07, 0.09]]}



{"formula": "C3H8N2O", "method": "ωB97M-V/def2-TZVPD", "relative_energy_kcal_mol": 31.5, "charge": 0, "elements": ["C", "N", "C", "C", "N", "O", "H", "H", "H", "H", "H", "H", "H", "H"], "xyz": [[2.566, 0.611, 0.007], [1.345, -0.016, 0.371], [0.146, 0.394, -0.567], [-1.084, -0.264, 0.033], [-2.166, -0.193, -0.755], [-1.145, -0.830, 1.135], [2.739, 0.490, -1.121], [2.658, 1.724, 0.156], [3.393, 0.187, 0.587], [0.960, 0.193, 1.308], [0.081, 1.430, -0.652], [0.331, -0.183, -1.527], [-2.025, 0.336, -1.629], [-2.995, -0.528, -0.364]], "atomic_forces_ev_per_a": [[1.09, 1.36, -1.21], [-3.35, 0.55, -0.94], [2.83, -4.36, 1.45], [-0.17, -0.69, 2.05], [1.80, 1.25, -1.74], [0.50, 1.04, -1.50], [-0.03, -0.21, 1.59], [-0.40, -0.59, 0.03], [-0.06, -0.14, -0.36], [0.86, -0.21, -0.53], [-0.33, 1.85, -0.49], [-0.14, 1.21, 0.76], [-1.03, -0.72, 0.84], [-1.58, -0.34, 0.07]]}



{"formula": "C38H34InN3O5SSiTe", "method": "ωB97M-V/def2-TZVPD", "relative_energy_kcal_mol": 17.9, "charge": 0, "elements": ["In", "O", "C", "C", "C", "C", "C", "C", "C", "N", "N", "C", "O", "C", "C", "C", "C", "C", "C", "H", "H", "H", "H", "H", "H", "H", "H", "H", "H", "Te", "C", "C", "C", "C", "C", "C", "C", "C", "C", "C", "C", "C", "H", "H", "H", "H", "H", "H", "H", "H", "H", "H", "C", "Si", "C", "C", "C", "C", "H", "H", "H", "H", "H", "H", "H", "H", "H", "O", "N", "O", "C", "O", "C", "C", "C", "C", "S", "C", "C", "H", "H", "H", "H", "H"], "xyz": [[-1.168, 0.410, -0.256], [0.275, 1.736, 0.865], [0.234, 3.039, 1.074], [1.396, 3.696, 1.520], [1.402, 5.039, 1.824], [0.237, 5.792, 1.692], [-0.898, 5.183, 1.214], [-0.935, 3.822, 0.867], [-2.162, 3.358, 0.266], [-2.383, 2.205, -0.243], [-3.589, 2.002, -0.872], [-3.829, 0.743, -1.109], [-3.080, -0.259, -0.746], [-5.060, 0.392, -1.857], [-5.440, 1.108, -2.986], [-6.515, 0.680, -3.748], [-7.224, -0.453, -3.380], [-6.870, -1.151, -2.233], [-5.785, -0.736, -1.481], [2.299, 3.109, 1.614], [2.314, 5.511, 2.167], [0.234, 6.847, 1.931], [-1.801, 5.769, 1.079], [-2.970, 4.087, 0.198], [-4.875, 1.989, -3.260], [-6.792, 1.226, -4.640], [-8.053, -0.795, -3.987], [-7.434, -2.028, -1.946], [-5.501, -1.266, -0.581], [1.971, 0.031, 1.349], [3.076, -1.639, 2.162], [3.880, -2.426, 1.343], [4.387, -3.629, 1.808], [4.082, -4.060, 3.090], [3.293, -3.276, 3.919], [2.791, -2.070, 3.456], [2.016, 0.973, 3.241], [3.271, 1.271, 3.767], [3.367, 1.933, 4.980], [2.214, 2.300, 5.661], [0.966, 1.998, 5.136], [0.864, 1.337, 3.920], [4.087, -2.111, 0.326], [5.008, -4.239, 1.164], [4.453, -5.015, 3.440], [3.056, -3.607, 4.922], [2.154, -1.469, 4.092], [4.164, 0.977, 3.226], [4.342, 2.155, 5.395], [2.294, 2.825, 6.604], [0.069, 2.276, 5.674], [-0.106, 1.104, 3.498], [3.294, 2.210, -3.996], [3.204, 0.660, -2.934], [4.475, 0.844, -1.546], [3.457, -0.914, -3.937], [1.534, 0.493, -2.152], [0.440, 0.301, -1.652], [4.274, 2.298, -4.470], [3.133, 3.100, -3.386], [2.540, 2.200, -4.784], [5.493, 0.867, -1.941], [4.420, 0.030, -0.823], [4.303, 1.783, -1.014], [4.442, -0.957, -4.405], [2.706, -0.964, -4.728], [3.335, -1.799, -3.310], [-0.884, -0.707, 1.528], [0.340, -1.230, 1.744], [-4.592, -5.160, -2.631], [-3.782, -4.150, -3.017], [-3.945, -3.613, -4.075], [-2.682, -3.782, -2.075], [-2.832, -3.821, -0.695], [-1.809, -3.404, 0.140], [-0.607, -2.972, -0.413], [0.810, -2.641, 0.586], [-0.440, -2.959, -1.800], [-1.481, -3.341, -2.624], [-4.306, -5.530, -1.789], [-3.767, -4.142, -0.252], [-1.933, -3.430, 1.213], [0.510, -2.657, -2.217], [-1.374, -3.307, -3.700]], "atomic_forces_ev_per_a": [[0.69, 0.03, 0.07], [-0.45, 0.21, 0.03], [-0.01, -0.14, -0.03], [0.00, 0.01, -0.02], [-0.07, -0.08, -0.02], [0.01, 0.18, 0.02], [-0.06, -0.04, -0.08], [0.37, 0.04, 0.21], [-0.18, 0.05, -0.09], [0.32, -0.19, 0.14], [-0.60, 0.26, -0.22], [0.04, -0.05, 0.21], [-0.13, 0.03, -0.13], [-0.04, -0.17, -0.08], [0.07, 0.09, 0.11], [-0.03, 0.04, -0.07], [-0.02, 0.01, 0.02], [-0.03, -0.02, -0.06], [0.03, 0.04, 0.08], [0.02, 0.04, 0.04], [0.02, -0.03, 0.00], [-0.02, -0.02, 0.02], [0.00, -0.01, -0.02], [-0.04, -0.04, -0.07], [0.00, -0.02, -0.03], [0.00, 0.00, 0.00], [-0.01, 0.01, 0.00], [0.02, 0.00, 0.05], [0.07, -0.08, -0.07], [1.13, -0.08, 0.63], [-0.17, 0.07, 0.03], [0.07, 0.29, -0.06], [0.06, 0.00, -0.03], [0.02, -0.03, 0.02], [0.03, 0.00, -0.01], [-0.05, 0.10, -0.06], [0.10, 0.07, -0.08], [-0.09, -0.08, -0.17], [0.03, 0.02, 0.02], [0.01, 0.01, 0.01], [0.07, -0.01, 0.03], [-0.20, -0.14, -0.17], [0.01, -0.05, -0.01], [-0.02, 0.01, -0.01], [0.02, 0.02, 0.02], [-0.01, -0.01, -0.01], [-0.02, -0.05, 0.04], [0.05, 0.01, 0.09], [-0.01, 0.03, -0.01], [-0.02, -0.02, 0.01], [-0.01, 0.01, -0.02], [0.01, 0.02, 0.01], [-0.10, -0.26, 0.06], [0.04, -0.02, 0.08], [-0.17, -0.05, -0.22], [0.03, 0.28, 0.08], [0.05, -0.05, -0.24], [-0.12, -0.07, 0.19], [0.02, -0.03, 0.02], [-0.02, -0.01, 0.02], [-0.01, -0.01, 0.01], [-0.01, 0.01, -0.05], [0.00, -0.05, 0.02], [-0.01, -0.02, 0.01], [0.01, 0.01, 0.02], [-0.01, 0.00, 0.00], [0.02, 0.02, 0.04], [0.26, -0.26, -0.40], [-0.62, -0.10, -0.21], [-0.22, -0.03, 0.03], [0.07, 0.05, -0.15], [0.00, -0.09, 0.05], [0.21, 0.19, -0.04], [-0.15, 0.07, 0.13], [0.01, -0.01, -0.06], [0.07, 0.16, 0.02], [-0.22, -0.27, 0.16], [-0.04, 0.03, 0.16], [-0.10, -0.10, -0.05], [0.09, 0.02, 0.01], [-0.03, 0.02, 0.01], [0.02, 0.04, 0.03], [-0.02, 0.16, -0.01], [-0.03, 0.01, 0.00]]}



{"formula": "C24H28BN11S2Ti", "method": "ωB97M-V/def2-TZVPD", "relative_energy_kcal_mol": 49.6, "multiplicity": 2, "charge": 1, "elements": ["Ti", "C", "C", "C", "C", "N", "N", "B", "N", "C", "C", "C", "C", "N", "N", "C", "C", "C", "C", "N", "N", "C", "C", "C", "C", "N", "H", "H", "H", "H", "H", "H", "H", "H", "H", "H", "H", "H", "H", "H", "H", "H", "H", "H", "H", "H", "C", "S", "C", "S", "N", "N", "C", "C", "C", "C", "C", "C", "N", "H", "H", "H", "H", "H", "H", "H", "H"], "xyz": [[-0.451, -0.465, -0.627], [-2.026, 1.741, -2.773], [-1.247, 2.274, -1.622], [-1.152, 3.580, -1.129], [-0.290, 3.508, -0.056], [0.111, 2.228, 0.082], [-0.473, 1.481, -0.878], [1.051, 1.453, 1.027], [0.165, 0.460, 1.843], [-0.171, 0.550, 3.139], [-0.862, -0.590, 3.495], [-0.913, -1.363, 2.330], [-1.494, -2.719, 2.119], [-0.289, -0.708, 1.351], [1.991, 0.608, 0.140], [3.312, 0.781, -0.056], [3.783, -0.283, -0.790], [2.666, -1.099, -1.009], [2.629, -2.440, -1.647], [1.590, -0.529, -0.455], [1.904, 2.221, 2.000], [2.323, 3.504, 2.123], [3.288, 3.544, 3.096], [3.430, 2.211, 3.535], [4.363, 1.676, 4.559], [2.592, 1.447, 2.866], [-2.935, 2.322, -2.915], [-1.437, 1.805, -3.690], [-2.282, 0.689, -2.597], [-1.658, 4.447, -1.501], [0.023, 4.283, 0.613], [0.088, 1.406, 3.728], [-1.279, -0.831, 4.452], [-1.160, -3.385, 2.913], [-2.583, -2.686, 2.150], [-1.174, -3.116, 1.151], [3.842, 1.627, 0.338], [4.785, -0.449, -1.135], [3.408, -3.068, -1.215], [1.657, -2.912, -1.480], [2.825, -2.368, -2.718], [1.932, 4.295, 1.517], [3.817, 4.393, 3.470], [4.814, 2.491, 5.117], [3.838, 1.013, 5.242], [5.156, 1.102, 4.081], [-0.215, -3.666, -5.397], [0.919, -2.269, -5.170], [0.303, -1.628, -3.659], [0.794, -0.019, -3.269], [-0.535, -2.338, -2.985], [-1.064, -1.816, -1.865], [-2.249, -2.330, -1.496], [-3.039, -1.538, -0.647], [-4.379, -1.837, -0.313], [-5.134, -0.893, 0.336], [-4.542, 0.332, 0.676], [-3.205, 0.534, 0.392], [-2.448, -0.361, -0.250], [0.133, -4.234, -6.252], [-0.204, -4.273, -4.500], [-1.211, -3.281, -5.583], [-2.629, -3.213, -2.002], [-4.794, -2.791, -0.600], [-6.168, -1.083, 0.576], [-5.118, 1.109, 1.150], [-2.723, 1.469, 0.670]], "atomic_forces_ev_per_a": [[1.86, 0.01, -1.93], [-0.06, -0.09, 0.03], [-0.08, 0.46, -0.22], [-0.09, -0.39, -0.09], [0.01, -0.59, -0.02], [0.08, 1.24, 0.31], [-0.17, 1.44, -0.07], [0.65, -0.33, 0.28], [0.15, 0.48, 0.64], [-0.28, -0.16, -0.12], [-0.01, -0.05, -0.36], [0.04, 0.08, 0.42], [-0.01, 0.15, -0.12], [-0.31, -0.71, 1.07], [0.56, 0.56, 0.37], [-0.16, -0.13, -0.15], [-0.44, -0.07, 0.00], [0.33, 0.02, 0.24], [-0.15, 0.06, -0.03], [1.07, -0.70, 0.08], [-0.08, 0.42, 0.10], [0.17, 0.27, 0.05], [-0.13, 0.04, -0.12], [-0.47, 0.42, -0.52], [0.01, -0.17, -0.01], [0.12, -1.15, 0.33], [-0.09, 0.00, 0.05], [-0.01, -0.10, 0.08], [0.01, 0.31, -0.25], [-0.08, 0.20, -0.09], [0.16, 0.07, 0.15], [0.19, 0.13, 0.05], [0.01, -0.06, 0.19], [0.02, -0.08, -0.09], [-0.02, -0.03, -0.03], [-0.06, -0.10, 0.17], [-0.04, 0.16, 0.14], [0.14, -0.06, 0.03], [-0.05, -0.04, 0.04], [0.17, -0.04, -0.14], [-0.11, -0.02, 0.01], [-0.07, 0.20, -0.15], [0.12, 0.34, 0.00], [0.04, 0.01, 0.08], [0.02, -0.02, 0.08], [0.05, -0.01, 0.03], [0.24, 0.18, 0.15], [-0.22, -0.15, 0.20], [0.64, 1.67, -0.36], [-0.77, -0.82, 0.38], [-0.74, -1.64, -0.07], [-1.53, -1.04, -0.57], [1.46, -0.33, -1.12], [-0.90, 0.91, 1.09], [0.70, -0.02, -0.21], [0.31, 0.37, 0.11], [0.10, -0.28, -0.12], [-0.25, 0.36, 0.26], [-2.01, -0.81, -0.16], [0.10, -0.05, -0.12], [-0.05, -0.16, -0.05], [-0.11, -0.05, -0.01], [0.09, 0.08, 0.05], [-0.03, -0.08, -0.06], [-0.11, -0.02, 0.01], [0.02, 0.08, 0.09], [0.02, -0.15, -0.03]]}



{"formula": "C6H11N5PRh", "method": "ωB97M-V/def2-TZVPD", "relative_energy_kcal_mol": 24.3, "multiplicity": 5, "charge": 0, "elements": ["C", "C", "C", "C", "C", "Rh", "P", "H", "H", "H", "H", "H", "H", "H", "H", "N", "N", "N", "C", "N", "N", "H", "H", "H"], "xyz": [[-0.741, 0.091, -2.278], [-1.434, 1.386, -2.154], [-0.513, 2.409, -1.836], [0.800, 1.886, -1.801], [0.782, 0.442, -2.065], [0.087, -1.023, -0.619], [-0.033, -3.159, -1.115], [-1.028, -0.701, -2.967], [-2.500, 1.482, -2.317], [-0.772, 3.439, -1.637], [1.546, -0.123, -2.597], [1.724, 2.421, -1.628], [1.076, -3.763, -1.789], [-1.138, -3.599, -1.915], [-0.164, -4.043, 0.007], [1.216, 1.277, 4.103], [0.540, 0.552, 3.130], [-0.704, 0.076, 3.345], [-1.003, -0.430, 2.143], [0.018, -0.281, 1.261], [1.007, 0.410, 1.895], [2.206, 1.262, 3.896], [0.976, 0.897, 5.013], [-1.947, -0.908, 1.925]], "atomic_forces_ev_per_a": [[2.61, 0.49, 0.01], [0.74, -0.41, 0.14], [0.87, -0.85, -0.09], [-1.14, 0.16, 0.09], [-2.65, -1.46, -0.87], [0.05, 1.67, 0.05], [-0.28, -1.05, -0.22], [-0.20, 0.48, -0.14], [0.10, 0.19, 0.14], [0.01, -0.01, -0.03], [-0.01, 0.60, -0.05], [-0.20, 0.17, 0.10], [-0.56, -0.24, 0.07], [0.59, -0.30, 0.06], [0.11, 0.20, -0.53], [-0.43, 0.33, -0.22], [-1.07, -0.66, -0.54], [1.07, 0.13, -0.99], [0.81, 0.45, 0.97], [0.04, 0.88, 1.62], [-0.80, -0.52, 0.68], [-0.03, -0.22, 0.05], [0.17, -0.08, -0.23], [0.21, 0.07, -0.07]]}